Here is C6H10N2 in the gas phase in a non-equilibrium geometry from the OMol25 dataset. Energies are from wB97M-V/def2-TZVPD.

Structure (XYZ):
```
18
C6H10N2 (wB97M-V/def2-TZVPD)
C 1.385 1.243 -0.120
C 1.650 -0.352 -0.436
N 0.873 -1.158 0.172
C 0.084 -0.403 1.034
C -0.045 0.823 0.076
N -1.563 1.058 0.307
C -1.773 -0.267 -0.547
C -0.548 -1.193 -0.011
H 1.617 1.911 -1.031
H 1.817 1.825 0.768
H 2.653 -0.413 -0.176
H 1.643 -0.888 -1.518
H 0.017 -0.063 2.065
H -0.015 0.699 -1.103
H -2.043 1.799 -0.139
H -1.442 -0.162 -1.712
H -2.890 -0.993 -0.647
H -1.042 -2.114 0.168
```

## Properties
LUMO energy: 1.06 eV
M: 110.2 g mol⁻¹
ΔE to the lowest compared entry with this formula, charge and spin: 10.0101 eV
Structure (SMILES): C1CN2[C@H]3[C@H]1NC[C@H]32
Orbital gap: 10.164 eV

Atomic partial charges in e from the natural (NBO) method, atoms 1 to 6:
1 C -0.4289
2 C -0.1891
3 N -0.3906
4 C -0.1144
5 C -0.0998
6 N -0.6183

***

Here is a gas-phase ion, C4H9N2O2 (charge +1) in a non-equilibrium geometry from the OMol25 dataset. Energies are from wB97M-V/def2-TZVPD.

Structure (XYZ):
```
17
C4H9N2O2 (wB97M-V/def2-TZVPD)
C -0.530 -0.889 1.416
C 0.880 -0.517 -1.407
C 0.254 1.475 -0.159
C 0.728 -0.676 1.007
N -2.713 -0.527 0.080
N 1.040 0.217 -0.128
O -1.610 -0.179 1.074
O -3.618 0.157 0.222
H -0.680 -1.613 2.212
H -0.088 -1.018 -1.419
H 0.930 0.172 -2.250
H 1.660 -1.268 -1.517
H 0.165 1.892 0.842
H 0.741 2.201 -0.808
H -0.744 1.286 -0.548
H 1.563 -1.205 1.422
H 2.022 0.491 -0.039
```

## Properties
LUMO energy (spin up / spin down): -3.50 / -6.96 eV
M: 117.1 g mol⁻¹
Charge: +1
ΔE to the lowest compared entry with this formula, charge and spin: 2.3080 eV
Orbital gap (spin up / spin down): 8.410 / 8.353 eV
Spin multiplicity: 3
Expectation value of S²: 2.026

Atomic partial charges in e from the natural (NBO) method, atoms 1 to 6:
1 C 0.1625
2 C -0.4191
3 C -0.4224
4 C -0.0667
5 N 0.2509
6 N -0.3643